C10H13ClNO2 | wB97M-V/def2-TZVPD

SMILES ... CC[C@](O)(OCl)C(=[NH2+])c1ccccc1
LUMO energy ... -4.8 eV
Net charge ... +1
2S+1 ... 1
Frontier orbital gap ... 8.2112 eV
Relative energy (zero: lowest compared OMol25 entry of this formula, charge and spin) ... 169.1 kJ/mol

CARTESIAN COORDINATES (ANGSTROEM)
C -1.354 0.710 -2.720
C -0.091 0.457 -1.916
C -0.028 1.541 -0.702
O -0.625 2.761 -0.904
O 1.244 1.696 -0.113
Cl 1.594 3.259 0.564
C -0.370 0.925 0.657
N -0.722 1.750 1.557
C 0.107 -0.460 1.063
C 1.313 -0.898 0.513
C 1.983 -2.085 0.969
C 1.463 -2.716 2.105
C 0.332 -2.257 2.784
C -0.357 -1.159 2.211
H -1.078 1.124 -3.691
H -1.815 1.533 -2.203
H -2.184 -0.085 -2.898
H 0.659 0.929 -2.530
H 0.072 -0.646 -1.810
H -0.022 3.470 -1.262
H -0.637 1.680 2.524
H -1.048 2.725 1.333
H 1.906 -0.265 -0.292
H 2.962 -2.421 0.556
H 2.009 -3.525 2.575
H -0.144 -2.710 3.681
H -1.160 -0.658 2.698

Force components x, y, z for each atom (eV/Å):
C -1.9943 -0.2071 -0.5078
C 0.3598 1.2391 -0.2358
C -1.6228 -1.9276 0.5224
O -0.0366 0.2402 -0.6024
O 3.4493 1.7222 -0.7681
Cl 0.0260 -1.1872 -0.4332
C -0.1090 -1.8511 0.4689
N -2.1265 3.3360 -0.4209
C 0.9993 0.0923 0.3753
C 2.6545 -0.5718 -1.9467
C -0.7856 1.2865 0.3977
C 0.2844 -0.1375 0.4472
C -1.6052 1.2209 -1.1249
C 0.9425 0.5261 -0.2959
H -0.1885 -0.2732 -0.0749
H -0.8930 0.2647 -0.2482
H 1.9261 0.9876 0.6667
H 0.9124 -0.6372 -0.3654
H 0.3193 1.3663 0.8524
H -0.6242 -1.2914 0.2960
H 0.3016 -1.1542 1.8604
H 0.4117 -1.5006 -0.3996
H -1.5663 -1.6973 1.7592
H -1.0872 0.4505 0.2136
H 0.0520 -0.1809 -0.2728
H 0.9026 0.2087 -0.7551
H -0.9024 -0.3240 0.5916

Atomic partial charges in e from the Löwdin method, atoms 1 to 4: C -0.09; C -0.11; C -0.53; O 0.00

=====

C10H13ClO3PbS | wB97M-V/def2-TZVPD

LUMO energy (alpha / beta) ... -10.0 / -9.9 eV
Net charge ... +2
2S+1 ... 1
Frontier orbital gap (alpha / beta) ... 6.3165 / 6.0544 eV
Relative energy (zero: lowest compared OMol25 entry of this formula, charge and spin) ... 698.3 kJ/mol

CARTESIAN COORDINATES (ANGSTROEM)
Cl -2.285 4.199 -2.197
C -0.805 -1.349 -1.257
C 0.634 -1.535 -1.091
C 1.315 -0.555 -1.915
H 1.123 -2.297 -0.446
C 0.301 0.246 -2.618
C -1.012 -0.257 -2.189
H -1.985 0.182 -2.507
H -1.603 -1.945 -0.765
H 2.416 -0.384 -1.986
C 0.556 1.383 -3.541
Pb 0.047 0.690 -0.212
C 1.696 1.560 0.705
O 2.623 2.026 1.220
C -1.458 1.969 0.348
O -2.314 2.645 0.682
H 1.509 1.873 -3.295
H -0.264 2.115 -3.489
H 0.618 0.958 -4.550
C -0.959 -0.949 3.921
S -0.514 -0.425 2.358
C 1.094 -1.398 2.196
O -1.721 -0.904 1.507
H -0.193 -0.628 4.579
H -1.064 -2.018 3.813
H -1.901 -0.476 4.081
H 1.553 -1.264 3.178
H 0.797 -2.424 2.025
H 1.797 -1.038 1.445

Force components x, y, z for each atom (eV/Å):
Cl 0.0498 -0.0261 -0.0587
C -0.3737 -0.2135 -1.1471
C 0.4429 -0.0913 -0.7568
C -0.1576 -0.4389 -0.1622
H -0.5326 0.7026 -0.7786
C 0.0482 -0.5217 1.3304
C 0.0479 -0.6338 0.0516
H 0.8832 -0.6188 0.1922
H 0.8201 0.6325 -0.4373
H -1.1068 -0.3444 -0.0707
C 0.0381 -0.0046 -0.1110
Pb -0.5809 -5.2109 -3.3906
C 8.6119 5.4599 4.9206
O -3.9799 -2.4396 -2.2860
C -6.9762 6.3942 2.8902
O 2.5552 -2.4263 -1.0069
H -0.3014 -0.1377 -0.2851
H 0.3081 -0.2343 -0.2420
H 0.0082 0.3480 0.0116
C -0.0586 -0.3977 0.1133
S -0.5550 -0.2928 -1.8629
C -1.1254 0.3774 0.5688
O 2.2876 0.7752 0.5124
H 0.5118 0.0829 1.1358
H -0.0941 -0.4331 0.4536
H -0.6779 0.2245 0.5224
H 0.0083 -0.2118 -0.0297
H 0.1995 -0.3246 -0.0047
H -0.3009 0.0046 -0.0726

Atomic partial charges in e from the Löwdin method, atoms 1 to 4: Cl 0.16; C -0.14; C -0.14; C -0.12

=====

C10H13ClO3Pd | wB97M-V/def2-TZVPD

LUMO energy (alpha / beta) ... -8.2 / -11.9 eV
Net charge ... +2
2S+1 ... 5
Frontier orbital gap (alpha / beta) ... 8.5309 / 6.0857 eV
Relative energy (zero: lowest compared OMol25 entry of this formula, charge and spin) ... 59.8 kJ/mol

CARTESIAN COORDINATES (ANGSTROEM)
Cl -3.822 0.769 -1.603
C 0.495 -2.282 -1.460
C 1.642 -1.496 -1.048
C 1.478 -0.169 -1.535
H 2.508 -1.901 -0.538
C 0.226 -0.075 -2.208
C -0.415 -1.375 -2.152
H -1.355 -1.604 -2.637
H 0.374 -3.353 -1.337
H 2.199 0.636 -1.499
C -0.349 1.132 -2.856
Pd -0.486 -0.933 0.030
C 0.293 -2.076 1.458
C -2.618 -0.707 0.073
O 0.313 -2.555 2.525
O -3.521 -0.878 0.815
H 0.011 2.019 -2.317
H -1.447 1.087 -2.782
H -0.046 1.216 -3.914
C 0.867 1.346 3.347
C -0.121 1.530 2.204
O 0.422 1.164 0.950
H 1.256 0.317 3.401
H 0.406 1.524 4.328
H 1.740 2.025 3.295
H -0.963 0.845 2.281
H -0.506 2.548 2.160
H 1.418 1.247 1.018

Force components x, y, z for each atom (eV/Å):
Cl -0.2743 0.1984 -0.2222
C 0.5938 0.8028 -1.3103
C -0.2724 -0.5361 -0.9773
C 0.4045 -0.6438 0.0558
H -0.0675 0.1296 -0.0048
C -0.7106 -0.1842 -1.1196
C 1.1304 -0.3208 -0.0697
H 0.0832 -0.1692 0.0305
H -0.0005 0.1398 -0.0391
H 0.0178 -0.0187 0.2162
C -0.0521 -0.0366 0.6619
Pd -0.2175 1.6242 0.9950
C -0.2008 -2.5963 6.9055
C -5.0580 -1.0169 4.8722
O 0.2400 2.1892 -5.5594
O 4.5420 0.9325 -4.1956
H -0.0868 -0.0596 -0.3281
H 0.4241 0.0955 -0.3035
H -0.0835 -0.0911 0.2582
C 0.3102 -0.1336 0.3050
C -0.5595 0.0133 1.5265
O 2.2556 -0.6861 -1.2768
H -0.1350 0.1946 -0.1771
H -0.0804 0.0982 -0.3612
H -0.4714 -0.1754 -0.1985
H -0.2965 0.2090 0.6049
H 0.0889 0.0680 -0.0771
H -1.5237 -0.0265 -0.2115

Atomic partial charges in e from the Löwdin method, atoms 1 to 4: Cl 0.36; C -0.08; C -0.05; C 0.03

=====

C10H13ClO3W | wB97M-V/def2-TZVPD

LUMO energy (alpha / beta) ... -21.3 / -21.4 eV
Net charge ... +4
2S+1 ... 1
Frontier orbital gap (alpha / beta) ... 4.3825 / 4.3195 eV
Relative energy (zero: lowest compared OMol25 entry of this formula, charge and spin) ... 33.8 kJ/mol

CARTESIAN COORDINATES (ANGSTROEM)
Cl -1.131 -2.337 -2.438
C 1.972 -1.581 -0.151
C 1.870 -0.238 0.283
C 1.586 0.580 -0.844
H 2.108 0.130 1.285
C 1.550 -0.250 -2.022
C 1.842 -1.599 -1.578
H 2.022 -2.451 -2.227
H 2.164 -2.431 0.500
H 1.451 1.666 -0.848
C 1.201 0.226 -3.378
W -0.156 -0.939 -0.807
C -1.540 0.431 -1.233
O -2.453 1.145 -1.460
C -1.114 -2.041 0.536
O -1.770 -2.617 1.333
H 0.590 1.136 -3.337
H 0.645 -0.508 -3.972
H 2.118 0.495 -3.914
C -1.796 1.555 3.488
C -1.569 1.212 2.020
O -0.147 1.014 1.814
H -1.590 0.688 4.110
H -2.824 1.844 3.682
H -1.160 2.381 3.807
H -2.076 0.260 1.722
H -1.886 2.034 1.337
H 0.092 0.197 2.290

Force components x, y, z for each atom (eV/Å):
Cl 1.3429 2.0758 2.8520
C 0.0356 -0.4983 0.3405
C 1.1591 0.4470 0.7855
C -0.6556 0.5736 -0.7776
H -0.1443 -0.1036 -0.1883
C 2.8612 1.1324 -0.6874
C 0.6899 0.2622 -0.1564
H -0.2348 -0.2356 -0.0918
H 0.1797 -0.1024 -0.0575
H 0.0297 -0.1824 0.0649
C -1.7194 -0.4085 0.7909
W -1.0625 -3.9061 -5.1862
C -7.9883 7.8902 -1.6683
O 5.7945 -4.5719 1.3306
C -5.1851 -5.5003 8.6004
O 4.0905 3.5131 -5.2329
H 0.3013 0.2467 -0.0642
H 0.5269 -0.1031 -0.1899
H 0.6859 0.0892 -0.2806
C 1.1579 -0.2219 0.5208
C -1.7073 0.0287 -0.8907
O -0.1409 -1.3899 -1.2525
H 0.1592 -0.1263 0.0938
H -0.6234 0.2820 -0.4612
H -0.0534 0.1348 0.0645
H 0.0748 0.8327 0.5068
H 0.3521 -0.4379 0.5886
H 0.0740 0.2799 0.6462

Atomic partial charges in e from the Löwdin method, atoms 1 to 4: Cl 0.64; C -0.03; C -0.01; C -0.02

=====

C10H13FN2 | wB97M-V/def2-TZVPD

SMILES ... Fc1ccc(N2CCNCC2)cc1
LUMO energy ... 0.9 eV
Net charge ... 0
2S+1 ... 1
Frontier orbital gap ... 8.6056 eV
Relative energy (zero: lowest compared OMol25 entry of this formula, charge and spin) ... 58.1 kJ/mol

CARTESIAN COORDINATES (ANGSTROEM)
F -3.886 1.636 2.388
C -2.726 1.197 1.939
C -1.940 1.991 1.119
C -0.727 1.498 0.620
C -0.343 0.169 0.913
N 0.917 -0.373 0.454
C 1.844 0.482 -0.259
C 1.569 0.589 -1.728
N 1.743 -0.761 -2.273
C 0.706 -1.578 -1.623
C 0.891 -1.710 -0.148
C -1.145 -0.603 1.753
C -2.341 -0.133 2.218
H -2.194 3.001 0.830
H -0.108 2.079 -0.035
H 2.850 -0.033 -0.088
H 1.923 1.425 0.298
H 2.217 1.343 -2.253
H 0.516 0.898 -1.974
H 1.641 -0.741 -3.285
H 0.786 -2.531 -2.179
H -0.259 -1.105 -1.843
H 1.900 -2.088 0.082
H 0.087 -2.342 0.222
H -0.871 -1.591 2.078
H -3.051 -0.719 2.773

Force components x, y, z for each atom (eV/Å):
F -1.0792 0.4829 0.4685
C 1.6379 -1.2065 -1.0438
C 0.6583 0.0300 0.0051
C -0.5107 -1.5772 0.5557
C 1.4487 0.5517 -0.5599
N -1.8604 0.2392 0.7355
C 1.2891 -0.2184 1.6376
C -0.0427 0.6953 -1.7016
N 0.3001 0.6225 0.5709
C 0.4214 -0.6544 -2.5241
C 0.9250 0.5907 0.1929
C -0.0833 -0.2140 -0.1032
C -0.9954 1.8739 -0.1126
H -0.3989 0.0077 0.2585
H -0.0240 0.3348 -0.0944
H -0.9976 0.7558 -0.6161
H -0.1466 -0.0546 -0.4339
H -0.2609 -0.8067 0.6048
H 0.5618 0.1416 0.6407
H -0.1922 -0.1990 0.3002
H -0.4771 0.0196 0.6738
H -0.3709 -0.2878 0.2082
H -0.4755 -0.6015 -0.1884
H 0.2195 0.0523 0.4202
H 0.3384 -0.2592 -0.2227
H 0.1150 -0.3190 0.3280

Atomic partial charges in e from the Löwdin method, atoms 1 to 4: F 0.07; C -0.31; C -0.01; C -0.02

=====

C10H13FN3 | wB97M-V/def2-TZVPD

SMILES ... C/N=C/C(=N/F)c1cccc(C[NH3+])c1
LUMO energy ... -3.5 eV
Net charge ... +1
2S+1 ... 1
Frontier orbital gap ... 9.1962 eV
Relative energy (zero: lowest compared OMol25 entry of this formula, charge and spin) ... 54.8 kJ/mol

CARTESIAN COORDINATES (ANGSTROEM)
C -4.516 -0.762 0.592
N -3.114 -0.523 0.259
C -2.749 0.720 0.148
C -1.357 1.287 -0.146
N -1.052 2.605 -0.280
F 0.277 2.847 -0.558
C -0.338 0.249 -0.287
C -0.593 -0.892 -0.989
C 0.401 -1.838 -1.227
C 1.634 -1.619 -0.657
C 1.849 -0.442 0.040
C 3.188 -0.387 0.685
N 3.576 1.041 0.386
C 0.880 0.498 0.302
H -4.467 -1.185 1.531
H -5.210 0.145 0.263
H -4.906 -1.664 -0.119
H -3.513 1.650 0.155
H -1.673 -0.945 -1.336
H 0.045 -2.634 -1.805
H 2.439 -2.443 -0.769
H 3.193 -0.384 1.712
H 4.004 -1.005 0.381
H 3.748 1.114 -0.657
H 4.478 1.408 0.721
H 2.880 1.757 0.609
H 0.895 1.401 1.045

Force components x, y, z for each atom (eV/Å):
C -1.3693 -0.0184 -5.5422
N 1.2099 3.1555 0.0387
C -2.3577 2.2511 -0.4391
C 1.0227 1.3755 -0.3262
N -3.1994 -3.4850 0.8814
F 0.2376 -0.3660 -0.2217
C 0.1474 1.3000 0.4304
C -1.6579 -0.1187 -1.1502
C -1.2664 1.3937 0.7213
C 0.6508 -1.8728 -1.1715
C 1.2567 -1.9151 1.0881
C -0.0888 2.5423 -0.7764
N 2.4984 1.5375 -2.3794
C -0.0634 0.7774 1.2390
H -0.7506 -0.3092 2.3658
H 1.3066 -1.7410 1.5897
H 1.0234 2.0085 1.6119
H 1.2132 -2.2398 0.2712
H 1.9282 -0.5935 0.0437
H 0.4273 -1.5001 -0.6406
H -1.2443 1.7639 0.2478
H -0.4275 -0.4715 2.6228
H 0.0985 -0.6087 -0.7771
H -0.7239 -0.0422 1.0990
H -0.2127 -0.5132 0.6285
H -0.2440 -0.4226 0.0512
H 0.5854 -1.8877 -1.5063

Atomic partial charges in e from the Löwdin method, atoms 1 to 4: C -0.12; N -0.03; C -0.10; C -0.16

=====

> What is the 2S+1 in the sixth record?

1

=====

> Among the records above, which one has the highest net charge?

C10H13ClO3W